Computed, not measured: a 10-piece molecular cluster, C75H166N10O10 overall at a distorted geometry, with wB97M-V/def2-TZVPD.

Bonds (Å) are listed after each position.
Cartesian coordinates (Å):
1 C -19.863 -1.835 12.248  C2 1.536, H12 1.106, H13 1.121, H14 1.094
2 C -21.122 -1.808 11.369  C1 1.536, C3 1.546, C4 1.539, N10 1.485
3 C -21.480 -0.309 11.239  C2 1.546, H15 1.110, H16 1.091, H17 1.075
4 C -20.715 -2.401 10.009  C2 1.539, C5 1.580, H18 1.083, H19 1.059
5 C -21.922 -2.901 9.119  C4 1.580, C6 1.519, H20 1.085, H21 1.097
6 C -22.759 -3.829 9.981  C5 1.519, C7 1.527, H22 1.139, H23 1.083
7 C -23.268 -3.125 11.237  C6 1.527, C8 1.500, C9 1.507, N10 1.459
8 C -24.133 -1.953 10.879  C7 1.500, H24 1.084, H25 1.063, H26 1.099
9 C -24.077 -4.094 12.059  C7 1.507, H27 1.071, H28 1.086, H29 1.083
10 N -22.046 -2.805 11.968  C2 1.485, C7 1.459, O11 1.464
11 O -22.418 -2.136 13.216  N10 1.464, H30 0.960
12 H -19.956 -1.307 13.216  C1 1.106
13 H -19.472 -2.847 12.528  C1 1.121
14 H -19.057 -1.286 11.753  C1 1.094
15 H -21.834 -0.043 12.256  C3 1.110
16 H -20.544 0.235 11.102  C3 1.091
17 H -22.279 -0.074 10.560  C3 1.075
18 H -20.137 -1.687 9.437  C4 1.083
19 H -20.120 -3.261 10.178  C4 1.059
20 H -22.461 -2.023 8.782  C5 1.085
21 H -21.497 -3.370 8.223  C5 1.097
22 H -22.077 -4.660 10.355  C6 1.139
23 H -23.550 -4.261 9.381  C6 1.083
24 H -25.027 -2.329 10.395  C8 1.084
25 H -23.738 -1.239 10.197  C8 1.063
26 H -24.513 -1.492 11.801  C8 1.099
27 H -24.963 -4.376 11.528  C9 1.071
28 H -24.342 -3.526 12.946  C9 1.086
29 H -23.472 -4.933 12.379  C9 1.083
30 H -22.247 -2.808 13.880  O11 0.960
31 C -27.142 3.333 15.365  C32 1.520, H42 1.108, H43 1.086, H44 1.108
32 C -25.722 2.928 15.003  C31 1.520, C33 1.573, C34 1.506, N40 1.499
33 C -25.107 2.333 16.324  C32 1.573, H45 1.086, H46 1.074, H47 1.082
34 C -25.759 1.883 13.920  C32 1.506, C35 1.575, H48 1.087, H49 1.074
35 C -24.304 1.568 13.404  C34 1.575, C36 1.516, H50 1.105, H51 1.083
36 C -23.801 2.855 12.782  C35 1.516, C37 1.510, H52 1.060, H53 1.088
37 C -23.706 4.009 13.751  C36 1.510, C38 1.558, C39 1.535, N40 1.482
38 C -22.523 3.848 14.751  C37 1.558, H54 1.119, H55 1.109, H56 1.094
39 C -23.365 5.269 12.941  C37 1.535, H57 1.116, H58 1.099, H59 1.107
40 N -25.026 4.119 14.416  C32 1.499, C37 1.482, O41 1.420
41 O -24.968 5.092 15.449  N40 1.420, H60 0.958
42 H -27.729 3.713 14.505  C31 1.108
43 H -27.725 2.554 15.846  C31 1.086
44 H -27.183 4.102 16.162  C31 1.108
45 H -25.241 3.007 17.166  C33 1.086
46 H -25.765 1.525 16.582  C33 1.074
47 H -24.105 1.958 16.168  C33 1.082
48 H -26.223 0.956 14.246  C34 1.087
49 H -26.324 2.278 13.096  C34 1.074
50 H -23.598 1.294 14.208  C35 1.105
51 H -24.297 0.729 12.719  C35 1.083
52 H -24.366 3.182 11.947  C36 1.060
53 H -22.868 2.759 12.231  C36 1.088
54 H -21.663 3.501 14.124  C38 1.119
55 H -22.853 3.039 15.434  C38 1.109
56 H -22.334 4.723 15.380  C38 1.094
57 H -22.299 5.344 12.621  C39 1.116
58 H -23.565 6.228 13.440  C39 1.099
59 H -24.067 5.238 12.085  C39 1.107
60 H -25.822 5.520 15.371  O41 0.958
61 C -30.022 1.528 7.810  C62 1.480, H72 1.088, H73 1.102, H74 1.083
62 C -30.828 2.769 7.788  C61 1.480, C63 1.546, C64 1.547, N70 1.500
63 C -32.076 2.670 8.697  C62 1.546, H75 1.091, H76 1.100, H77 1.116
64 C -29.921 3.968 8.149  C62 1.547, C65 1.514, H78 1.106, H79 1.068
65 C -30.575 5.298 7.838  C64 1.514, C66 1.525, H80 1.099, H81 1.124
66 C -30.762 5.346 6.325  C65 1.525, C67 1.555, H82 1.113, H83 1.096
67 C -31.784 4.264 5.875  C66 1.555, C68 1.542, C69 1.480, N70 1.520
68 C -33.223 4.465 6.391  C67 1.542, H84 1.085, H85 1.097, H86 1.114
69 C -31.811 4.142 4.400  C67 1.480, H87 1.082, H88 1.090, H89 1.095
70 N -31.211 2.938 6.348  C62 1.500, C67 1.520, O71 1.415
71 O -32.143 1.948 5.956  N70 1.415, H90 0.942
72 H -29.740 1.284 8.832  C61 1.088
73 H -30.505 0.583 7.510  C61 1.102
74 H -29.116 1.630 7.226  C61 1.083
75 H -32.658 3.568 8.907  C63 1.091
76 H -32.850 1.954 8.386  C63 1.100
77 H -31.790 2.214 9.675  C63 1.116
78 H -29.615 3.815 9.200  C64 1.106
79 H -29.079 3.865 7.499  C64 1.068
80 H -31.437 5.656 8.420  C65 1.099
81 H -29.709 5.966 8.094  C65 1.124
82 H -29.757 5.148 5.890  C66 1.113
83 H -31.060 6.368 6.067  C66 1.096
84 H -33.890 5.079 5.795  C68 1.085
85 H -33.362 4.793 7.429  C68 1.097
86 H -33.682 3.449 6.380  C68 1.114
87 H -31.960 5.117 3.955  C69 1.082
88 H -32.585 3.617 3.841  C69 1.090
89 H -30.841 3.780 4.044  C69 1.095
90 H -31.679 1.573 5.226  O71 0.942
91 C -29.558 -5.188 13.078  C92 1.598, H102 1.038, H103 1.068, H104 1.092
92 C -29.386 -3.610 13.265  C91 1.598, C93 1.493, C94 1.507, N100 1.537
93 C -29.590 -3.250 14.699  C92 1.493, H105 1.104, H106 1.105, H107 1.105
94 C -28.018 -3.123 12.860  C92 1.507, C95 1.515, H108 1.074, H109 1.105
95 C -27.866 -1.616 12.816  C94 1.515, C96 1.539, H110 1.088, H111 1.077
96 C -28.935 -1.052 11.864  C95 1.539, C97 1.520, H112 1.095, H113 1.059
97 C -30.373 -1.444 12.161  C96 1.520, C98 1.553, C99 1.538, N100 1.471
98 C -30.855 -0.591 13.365  C97 1.553, H114 1.081, H115 1.090, H116 1.050
99 C -31.304 -1.209 10.959  C97 1.538, H117 1.090, H118 1.118, H119 1.093
100 N -30.364 -2.907 12.310  C92 1.537, C97 1.471, O101 1.450
101 O -31.713 -3.386 12.546  N100 1.450, H120 0.967
102 H -30.530 -5.476 13.302  C91 1.038
103 H -29.451 -5.446 12.048  C91 1.068
104 H -28.883 -5.658 13.796  C91 1.092
105 H -30.594 -2.816 14.846  C93 1.104
106 H -29.440 -4.120 15.364  C93 1.105
107 H -28.822 -2.516 15.003  C93 1.105
108 H -27.268 -3.529 13.513  C94 1.074
109 H -27.844 -3.574 11.867  C94 1.105
110 H -27.960 -1.148 13.794  C95 1.088
111 H -26.903 -1.395 12.387  C95 1.077
112 H -28.823 -1.400 10.832  C96 1.095
113 H -28.974 0.006 11.873  C96 1.059
114 H -31.210 0.361 12.996  C98 1.081
115 H -30.028 -0.421 14.054  C98 1.090
116 H -31.665 -1.135 13.753  C98 1.050
117 H -31.111 -1.970 10.203  C99 1.090
118 H -31.146 -0.201 10.501  C99 1.118
119 H -32.357 -1.402 11.180  C99 1.093
120 H -32.129 -2.982 13.320  O101 0.967
121 C -22.864 1.748 7.726  C122 1.514, H132 1.111, H133 1.056, H134 1.100
122 C -21.957 2.907 8.079  C121 1.514, C123 1.510, C124 1.515, N130 1.503
123 C -22.147 3.231 9.542  C122 1.510, H135 1.076, H136 1.094, H137 1.095
124 C -20.503 2.586 7.802  C122 1.515, C125 1.523, H138 1.121, H139 1.075
125 C -20.228 2.439 6.311  C124 1.523, C126 1.512, H140 1.113, H141 1.087
126 C -20.689 3.624 5.492  C125 1.512, C127 1.513, H142 1.095, H143 1.095
127 C -22.104 4.065 5.796  C126 1.513, C128 1.519, C129 1.522, N130 1.514
128 C -22.218 5.492 5.289  C127 1.519, H144 1.108, H145 1.112, H146 1.110
129 C -23.048 3.187 4.987  C127 1.522, H147 1.070, H148 1.078, H149 1.073
130 N -22.302 4.142 7.295  C122 1.503, C127 1.514, O131 1.448
131 O -23.584 4.703 7.666  N130 1.448, H150 0.958
132 H -23.944 1.936 7.907  C121 1.111
133 H -22.826 1.329 6.757  C121 1.056
134 H -22.699 0.873 8.372  C121 1.100
135 H -23.141 3.596 9.731  C123 1.076
136 H -22.017 2.339 10.162  C123 1.094
137 H -21.394 3.983 9.804  C123 1.095
138 H -19.939 3.506 8.105  C124 1.121
139 H -20.167 1.765 8.408  C124 1.075
140 H -19.128 2.298 6.217  C125 1.113
141 H -20.758 1.546 5.988  C125 1.087
142 H -20.577 3.633 4.402  C126 1.095
143 H -20.033 4.466 5.734  C126 1.095
144 H -21.662 6.079 6.046  C128 1.108
145 H -23.273 5.842 5.322  C128 1.112
146 H -21.807 5.595 4.263  C128 1.110
147 H -22.789 2.150 5.033  C129 1.070
148 H -22.948 3.414 3.938  C129 1.078
149 H -24.084 3.329 5.225  C129 1.073
150 H -24.183 3.975 7.493  O131 0.958
151 C -28.005 9.211 9.910  C152 1.507, H162 1.088, H163 1.099, H164 1.088
152 C -28.825 10.442 9.627  C151 1.507, C153 1.509, C154 1.506, N160 1.489
153 C -29.396 10.315 8.236  C152 1.509, H165 1.109, H166 1.130, H167 1.137
154 C -29.948 10.724 10.591  C152 1.506, C155 1.555, H168 1.084, H169 1.110
155 C -29.463 11.392 11.909  C154 1.555, C156 1.524, H170 1.047, H171 1.103
156 C -28.671 12.650 11.570  C155 1.524, C157 1.478, H172 1.086, H173 1.077
157 C -27.443 12.340 10.810  C156 1.478, C158 1.519, C159 1.502, N160 1.478
158 C -26.731 13.586 10.313  C157 1.519, H174 1.120, H175 1.077, H176 1.109
159 C -26.452 11.477 11.538  C157 1.502, H177 1.118, H178 1.106, H179 1.120
160 N -27.950 11.647 9.608  C152 1.489, C157 1.478, O161 1.451
161 O -26.848 11.259 8.747  N160 1.451, H180 0.957
162 H -27.198 9.144 9.183  C151 1.088
163 H -27.578 9.161 10.921  C151 1.099
164 H -28.657 8.342 9.852  C151 1.088
165 H -30.372 9.795 8.157  C153 1.109
166 H -29.529 11.335 7.768  C153 1.130
167 H -28.662 9.742 7.583  C153 1.137
168 H -30.602 11.429 10.092  C154 1.084
169 H -30.593 9.841 10.784  C154 1.110
170 H -30.308 11.584 12.497  C155 1.047
171 H -28.783 10.727 12.467  C155 1.103
172 H -28.342 13.162 12.470  C156 1.086
173 H -29.161 13.349 10.914  C156 1.077
174 H -27.392 14.145 9.602  C158 1.120
175 H -25.788 13.315 9.870  C158 1.077
176 H -26.525 14.319 11.120  C158 1.109
177 H -25.721 11.085 10.788  C159 1.118
178 H -26.861 10.684 12.192  C159 1.106
179 H -25.876 12.081 12.285  C159 1.120
180 H -27.077 11.714 7.937  O161 0.957
181 C -33.021 8.477 11.326  C182 1.522, H192 1.084, H193 1.101, H194 1.093
182 C -32.477 7.107 11.705  C181 1.522, C183 1.523, C184 1.523, N190 1.502
183 C -33.454 6.041 11.226  C182 1.523, H195 1.053, H196 1.056, H197 1.102
184 C -31.054 6.962 11.179  C182 1.523, C185 1.542, H198 1.125, H199 1.120
185 C -30.252 5.816 11.828  C184 1.542, C186 1.492, H200 1.124, H201 1.119
186 C -30.227 5.997 13.308  C185 1.492, C187 1.523, H202 1.135, H203 1.090
187 C -31.650 6.003 13.852  C186 1.523, C188 1.516, C189 1.627, N190 1.496
188 C -32.416 4.696 13.791  C187 1.516, H204 1.098, H205 1.105, H206 1.113
189 C -31.562 6.387 15.430  C187 1.627, H207 1.139, H208 1.077, H209 1.108
190 N -32.351 7.152 13.201  C182 1.502, C187 1.496, O191 1.414
191 O -33.611 7.370 13.805  N190 1.414, H210 0.938
192 H -32.340 9.289 11.555  C181 1.084
193 H -33.090 8.483 10.227  C181 1.101
194 H -33.989 8.632 11.808  C181 1.093
195 H -34.369 6.178 11.728  C183 1.053
196 H -33.671 6.110 10.195  C183 1.056
197 H -33.177 4.989 11.400  C183 1.102
198 H -31.076 6.803 10.066  C184 1.125
199 H -30.471 7.910 11.307  C184 1.120
200 H -30.677 4.815 11.544  C185 1.124
201 H -29.288 5.923 11.271  C185 1.119
202 H -29.813 7.029 13.533  C186 1.135
203 H -29.656 5.192 13.772  C186 1.090
204 H -32.199 4.021 14.630  C188 1.098
205 H -32.145 4.127 12.884  C188 1.105
206 H -33.519 4.843 13.793  C188 1.113
207 H -30.780 5.830 16.042  C189 1.139
208 H -32.522 6.286 15.908  C189 1.077
209 H -31.268 7.449 15.541  C189 1.108
210 H -33.579 8.218 14.203  O191 0.938
211 C -23.635 9.498 13.499  O212 1.367, H217 1.106, H218 1.104, H219 1.073
212 O -24.830 8.835 13.528  C211 1.367, C213 1.431
213 C -25.634 9.271 14.629  O212 1.431, C214 1.574, H220 1.085, H221 1.113
214 C -27.046 8.667 14.287  C213 1.574, C215 1.513, N216 1.511, H222 1.040
215 C -28.129 9.179 15.211  C214 1.513, H223 1.109, H224 1.108, H225 1.106
216 N -26.857 7.177 14.453  C214 1.511, H226 1.025, H227 1.006
217 H -23.093 9.374 14.455  C211 1.106
218 H -23.645 10.571 13.238  C211 1.104
219 H -23.078 9.064 12.691  C211 1.073
220 H -25.200 8.753 15.478  C213 1.085
221 H -25.619 10.374 14.770  C213 1.113
222 H -27.113 8.922 13.281  C214 1.040
223 H -28.197 10.253 15.483  C215 1.109
224 H -27.979 8.580 16.132  C215 1.108
225 H -29.169 8.963 14.904  C215 1.106
226 H -27.690 6.767 14.019  N216 1.025
227 H -26.060 6.877 13.918  N216 1.006
228 C -26.952 3.082 5.601  O229 1.389, H234 1.109, H235 1.089, H236 1.067
229 O -26.462 4.259 6.152  C228 1.389, C230 1.437
230 C -26.159 5.157 5.072  O229 1.437, C231 1.511, H237 1.122, H238 1.074
231 C -25.861 6.568 5.522  C230 1.511, C232 1.543, N233 1.508, H239 1.058
232 C -27.057 7.311 6.154  C231 1.543, H240 1.135, H241 1.062, H242 1.054
233 N -25.244 7.280 4.344  C231 1.508, H243 0.995, H244 1.044
234 H -26.882 2.270 6.353  C228 1.109
235 H -26.391 2.836 4.701  C228 1.089
236 H -27.990 3.124 5.361  C228 1.067
237 H -25.272 4.676 4.581  C230 1.122
238 H -26.956 5.213 4.353  C230 1.074
239 H -25.084 6.469 6.232  C231 1.058
240 H -27.342 6.736 7.090  C232 1.135
241 H -27.947 7.309 5.575  C232 1.062
242 H -26.811 8.308 6.389  C232 1.054
243 H -25.873 7.664 3.675  N233 0.995
244 H -24.606 8.054 4.634  N233 1.044
245 C -26.792 1.173 9.739  O246 1.399, H251 1.108, H252 1.101, H253 1.048
246 O -27.352 2.452 9.818  C245 1.399, C247 1.506
247 C -26.274 3.474 9.569  O246 1.506, C248 1.507, H254 1.081, H255 1.059
248 C -26.735 4.806 10.102  C247 1.507, C249 1.479, N250 1.457, H256 1.111
249 C -25.684 5.752 9.670  C248 1.479, H257 1.073, H258 1.122, H259 1.072
250 N -27.022 4.897 11.528  C248 1.457, H260 1.038, H261 0.990
251 H -27.700 0.549 9.614  C245 1.108
252 H -26.240 0.932 10.660  C245 1.101
253 H -26.167 1.073 8.903  C245 1.048
254 H -25.407 3.058 10.063  C247 1.081
255 H -26.091 3.568 8.530  C247 1.059
256 H -27.641 4.952 9.476  C248 1.111
257 H -24.741 5.381 10.023  C249 1.073
258 H -25.812 6.814 10.007  C249 1.122
259 H -25.565 5.799 8.605  C249 1.072
260 H -27.514 4.040 11.844  N250 1.038
261 H -26.246 4.951 12.140  N250 0.990

Properties
F_max   3.40 eV/A
Orbital gap   8.75 eV
SMILES string   CC1(C)CCCC(C)(C)N1O.CC1(C)CCCC(C)(C)N1O.CC1(C)CCCC(C)(C)N1O.CC1(C)CCCC(C)(C)N1O.CC1(C)CCCC(C)(C)N1O.CC1(C)CCCC(C)(C)N1O.CC1(C)CCCC(C)(C)N1O.COC[C@H](C)N.COC[C@H](C)N.COC[C@H](C)N
Relative energy (zero: lowest compared OMol25 entry of this formula, charge and spin)   17.7 kcal per mole
Calculated total energy   -115831.811 eV
HOMO level   -8.235 eV